Below is the ion CH5O5P2 with charge -1 at a distorted geometry, with properties calculated with ωB97M-V/def2-TZVPD.

As for the energy above the lowest of the compared OMol25 structures with the same formula, charge and spin: 13.1 kcal/mol.

ORCA input file:
```
! RIJCOSX wB97M-V def2-TZVPD def2/J DEFGRID3
* xyz -1 1
C -0.88 -0.65 1.20
P 0.64 -0.76 0.19
O 0.44 -1.40 -1.11
O 1.87 -1.18 0.95
P 1.07 1.37 0.15
O -0.15 2.12 0.39
O 2.24 1.52 1.24
O 1.86 1.82 -1.18
H -1.31 0.09 0.66
H -1.39 -1.55 1.26
H -0.83 -0.31 2.25
H 2.75 0.76 1.46
H 1.26 1.90 -1.86
*
```

***

Below is a cluster of 2 separate species, CH5OPS in total at a distorted geometry, with properties calculated with ωB97M-V/def2-TZVPD.

As for the energy above the lowest of the compared OMol25 structures with the same formula, charge and spin: 96.3 kcal/mol.

ORCA input file:
```
! RIJCOSX wB97M-V def2-TZVPD def2/J DEFGRID3
* xyz 0 1
C -0.69 -1.22 -0.32
O -1.30 0.05 -0.14
P -0.67 1.36 0.55
S 3.25 0.61 0.22
H -0.10 -1.52 0.54
H 0.04 -1.08 -1.02
H -1.30 -2.06 -0.73
H -2.00 1.93 0.63
H 2.78 1.93 0.27
*
```

***

Below is a structure of composition CH5ORh at a distorted geometry, with properties calculated with ωB97M-V/def2-TZVPD.

The calculation puts the calculated total energy at -6158.235 eV.

ORCA input file:
```
! RIJCOSX wB97M-V def2-TZVPD def2/J DEFGRID3
* xyz 1 6
H -0.14 -1.05 -0.05
C -0.73 1.22 0.24
H -1.01 0.74 1.19
H -0.94 2.29 0.41
H -1.32 0.99 -0.67
Rh 1.47 0.97 -0.16
O 0.91 -0.96 -0.26
H 1.39 -1.72 0.07
*
```

***

Below is the molecule CH5OS2 at a distorted geometry, with properties calculated with ωB97M-V/def2-TZVPD.

As for the energy above the lowest of the compared OMol25 structures with the same formula, charge and spin: 49.6 kcal/mol.

ORCA input file:
```
! RIJCOSX wB97M-V def2-TZVPD def2/J DEFGRID3
* xyz 0 2
O 1.70 -0.61 1.26
H 1.31 -1.17 1.91
C 0.38 0.65 -0.90
S 0.01 -0.60 0.49
S -2.30 -0.90 -0.09
H 0.36 0.12 -1.85
H -0.33 1.49 -0.92
H 1.44 0.94 -0.58
H -2.57 0.08 0.67
*
```

***

Below is the molecule CH5P3 at a distorted geometry, with properties calculated with ωB97M-V/def2-TZVPD.

As for the energy above the lowest of the compared OMol25 structures with the same formula, charge and spin: 40.0 kcal/mol.

ORCA input file:
```
! RIJCOSX wB97M-V def2-TZVPD def2/J DEFGRID3
* xyz 0 1
P 1.78 0.96 0.38
P 0.75 -0.57 -0.83
P -1.29 0.20 -0.87
C -1.00 -0.77 0.58
H 1.98 2.12 -0.32
H 3.23 0.53 0.01
H -1.89 -0.77 -1.81
H -0.80 -0.08 1.47
H -1.33 -1.76 0.98
*
```

***

Below is a cluster of 2 separate species, CH5P3 in total at a distorted geometry, with properties calculated with ωB97M-V/def2-TZVPD.

As for the energy above the lowest of the compared OMol25 structures with the same formula, charge and spin: 56.6 kcal/mol.

ORCA input file:
```
! RIJCOSX wB97M-V def2-TZVPD def2/J DEFGRID3
* xyz 0 1
C -1.72 -0.22 -0.09
P 1.75 1.22 0.27
P 1.38 -0.89 0.59
P 0.67 0.05 -1.20
H -2.29 -0.27 -0.97
H -1.53 0.70 0.38
H -1.43 -1.11 0.35
H 0.71 1.85 0.76
H 2.46 -1.34 -0.08
*
```

***

Below is a cluster of 3 separate species, CH5PS in total at a distorted geometry, with properties calculated with ωB97M-V/def2-TZVPD.

As for the energy above the lowest of the compared OMol25 structures with the same formula, charge and spin: 33.9 kcal/mol.

ORCA input file:
```
! RIJCOSX wB97M-V def2-TZVPD def2/J DEFGRID3
* xyz 0 1
C -0.61 0.43 -0.91
P 0.76 -0.59 -1.61
S 2.34 0.04 -0.59
H -0.52 0.69 0.21
H -1.64 -0.15 -1.06
H -0.85 1.28 -1.48
H 0.18 -0.82 2.30
H 0.35 -0.87 3.13
*
```

***

Below is a cluster of 2 separate species, CH5PS in total at a distorted geometry, with properties calculated with ωB97M-V/def2-TZVPD.

As for the energy above the lowest of the compared OMol25 structures with the same formula, charge and spin: 67.8 kcal/mol.

ORCA input file:
```
! RIJCOSX wB97M-V def2-TZVPD def2/J DEFGRID3
* xyz 0 1
C 0.22 0.88 0.23
P -1.28 0.66 -0.81
S 0.78 -2.24 -1.10
H 0.55 -0.07 0.53
H 0.11 1.37 1.22
H 1.07 1.39 -0.27
H -1.87 -0.18 0.05
H 0.43 -1.81 0.15
*
```

***

Please write out number 5 again, unchanged.
Below is the molecule CH5P3 at a distorted geometry, with properties calculated with ωB97M-V/def2-TZVPD.

As for the energy above the lowest of the compared OMol25 structures with the same formula, charge and spin: 40.0 kcal/mol.

ORCA input file:
```
! RIJCOSX wB97M-V def2-TZVPD def2/J DEFGRID3
* xyz 0 1
P 1.78 0.96 0.38
P 0.75 -0.57 -0.83
P -1.29 0.20 -0.87
C -1.00 -0.77 0.58
H 1.98 2.12 -0.32
H 3.23 0.53 0.01
H -1.89 -0.77 -1.81
H -0.80 -0.08 1.47
H -1.33 -1.76 0.98
*
```